Run w
This record from the Open Molecules 2025 dataset describes a single C3H6O2 molecule. The level of theory is ωB97M-V/def2-TZVPD.

CARTESIAN COORDINATES (ANGSTROEM)
C -0.7144 0.4620 -1.2702
C 0.1096 -0.1565 -0.2016
O 0.8193 -1.2174 -0.4921
C 0.2347 0.2570 1.1275
O 1.2054 -0.5086 1.8425
H -1.3624 -0.2798 -1.7477
H -1.3237 1.2744 -0.8668
H -0.0514 0.8665 -2.0432
H -0.1812 -0.5752 1.8260
H 1.3285 -1.3380 0.3841
H -0.0066 1.2766 1.4308

2S+1 = 1
Charge = 0

---

Run x
This record from the Open Molecules 2025 dataset describes 2 unconnected molecules or ions with the total composition C3H6O2. The level of theory is ωB97M-V/def2-TZVPD.

CARTESIAN COORDINATES (ANGSTROEM)
C -2.7632 0.1550 -0.4928
C -2.4663 -1.1050 -0.6754
H -3.2564 0.3571 0.4148
H -2.5509 0.9017 -1.2603
H -2.2696 -1.7027 0.2012
H -2.2541 -1.4060 -1.6429
O 2.5580 -0.5255 0.2491
C 1.7037 0.1542 0.7766
O 1.1491 1.1417 0.0273
H 1.2779 0.1060 1.8368
H 0.5507 1.5884 0.5888

SMILES = O=CO.C=C
2S+1 = 1
Charge = 0

---

Which of them is the least stable? Correct choice: run w.

---

Run w
This record from the Open Molecules 2025 dataset describes a single C3H6O2 molecule. The level of theory is ωB97M-V/def2-TZVPD.

CARTESIAN COORDINATES (ANGSTROEM)
O -1.7293 -0.1681 -0.7060
C -0.9469 0.7108 0.0597
C 0.5476 0.4172 -0.0841
C 1.1278 -0.8075 0.4615
O 0.8577 -0.6862 -0.9322
H -1.1154 -0.6622 -1.2706
H -1.1380 1.7527 -0.2316
H -1.2387 0.6089 1.1132
H 1.2002 1.2761 -0.2358
H 0.4827 -1.4951 1.0080
H 2.1852 -0.8436 0.7205

SMILES = OC[C@H]1CO1
2S+1 = 1
Charge = 0

---

Run x
This record from the Open Molecules 2025 dataset describes a single C3H6O2 molecule. The level of theory is ωB97M-V/def2-TZVPD.

CARTESIAN COORDINATES (ANGSTROEM)
C 0.1248 0.7802 0.6597
C 0.1011 -0.6972 0.6968
C -0.2334 0.0479 -0.5657
O 1.2057 -1.4932 0.7249
O -1.4915 0.2334 -1.1516
H -0.7716 1.3373 0.9586
H 1.0070 1.4252 0.6678
H -0.6362 -1.1546 1.4111
H 0.5292 0.1682 -1.4104
H 1.5528 -1.5128 -0.1685
H -1.3878 0.8655 -1.8228

SMILES = O[C@H]1C[C@@H]1O
2S+1 = 1
Charge = 0

---

Which of them is the least stable? Correct choice: run x.